The following is a DFT calculation (ωB97M-V/def2-TZVPD) of a 2-piece molecular cluster, C2H2O3 overall at a distorted geometry.

ORCA input file:
```
! RIJCOSX wB97M-V def2-TZVPD def2/J DEFGRID3
* xyz 0 1
C 1.4101 0.1943 0.0919
C -0.6201 -0.2988 0.6142
O 2.1275 -0.6590 0.3138
O 0.8359 1.1625 -0.2110
O -1.1511 -0.8394 -0.4401
H -0.8730 0.8493 0.6987
H -1.7293 -0.4089 -1.0677
*
```

Values from the calculation:
**Kohn-Sham gap**: 9.52 eV
**HOMO energy**: -9.14 eV